Density functional theory data (ωB97M-V with the def2-TZVPD basis set) for a cluster of 7 separate species, C57H45Cl2F6NS in total in a non-equilibrium geometry.

The geometry in XYZ format:
```
112
Properties=species:S:1:pos:R:3:forces:R:3
C -1.169596 -2.479275 0.651369 0.2 -0.5 0.4
C -0.750783 -1.907099 -0.672804 0.3 0.2 -0.6
Cl 0.675719 -2.603377 -1.429013 -0.4 0.1 0.3
C -1.381484 -0.914655 -1.305988 -0.3 -0.3 0.8
Cl -0.829309 -0.258665 -2.819950 -0.4 -0.3 0.3
C -2.602717 -0.342247 -0.630924 1.4 0.6 -0.7
C -3.814628 -0.960218 -0.795798 0.0 -0.2 -0.3
C -4.947913 -0.486678 -0.148378 0.5 -0.7 -0.5
C -4.792038 0.628309 0.653436 -1.6 0.2 0.5
C -3.576703 1.261858 0.820105 0.6 0.3 0.3
C -2.445445 0.789496 0.184239 0.1 -0.2 -0.7
C -1.092021 1.402595 0.371169 -0.5 -0.3 0.4
C -0.393468 2.094643 -0.604535 -0.3 0.0 -0.2
C 0.867010 2.569941 -0.302420 0.9 0.6 -0.7
C 1.455595 2.371306 0.924451 0.3 -0.2 1.0
C 0.758560 1.693989 1.916504 0.0 -0.2 -0.1
C -0.502858 1.222763 1.615988 -0.3 -0.3 0.7
S -6.198711 1.272731 1.551340 0.1 -0.1 0.1
C -7.563340 0.591323 0.630971 1.4 0.1 0.3
C -8.798966 1.186547 0.752542 -0.4 0.7 0.5
C -9.894184 0.696839 0.079722 -0.1 -0.2 0.0
C -9.710941 -0.415061 -0.726972 -1.0 0.3 0.0
C -8.475552 -0.998101 -0.850944 -0.3 -0.6 -0.5
C -7.367210 -0.512148 -0.174542 -0.4 -0.7 -0.4
N -6.146804 -1.223449 -0.347663 -0.1 1.5 0.1
H -1.877753 -3.313870 0.540896 0.2 0.2 -0.2
H -0.306661 -2.886651 1.194198 -0.1 0.2 -0.3
H -1.642778 -1.746427 1.311622 0.1 0.1 -0.3
H -3.846630 -1.832886 -1.448775 -0.2 0.1 0.2
H -3.468721 2.120309 1.483413 -0.2 -0.1 -0.2
H -0.824676 2.246924 -1.589159 0.1 0.1 0.2
H 1.464132 3.111072 -1.036985 -0.4 -0.1 -0.1
H 2.461118 2.720076 1.152256 -0.2 0.1 -0.3
H 1.168936 1.488694 2.902860 0.1 0.2 -0.2
H -1.057841 0.686461 2.388178 0.1 0.1 -0.2
H -8.916534 2.047733 1.408813 0.1 -0.1 -0.1
H -10.874335 1.149597 0.199478 0.2 0.0 0.0
H -10.583001 -0.820552 -1.237203 0.3 -0.1 0.0
H -8.426054 -1.882199 -1.487990 0.4 0.1 0.2
H -6.146365 -1.564902 -1.302633 0.1 -0.4 0.3
F 1.615875 2.742325 5.604873 0.0 0.0 0.0
C 1.137935 3.977334 5.350863 -0.1 0.4 -0.1
C 1.599272 5.044981 6.097157 0.2 0.0 0.2
C 1.109156 6.315089 5.829458 -0.1 -0.1 -0.1
C 0.160964 6.498957 4.829798 0.0 0.1 0.0
C -0.294016 5.412808 4.094320 0.2 0.1 0.1
C 0.200542 4.142108 4.352278 0.0 -0.2 -0.1
H 2.332383 4.879235 6.876008 0.0 0.0 0.0
H 1.466556 7.161923 6.400640 0.0 0.0 0.0
H -0.222776 7.490373 4.625410 0.0 0.0 0.0
H -1.035641 5.553143 3.319093 0.0 -0.1 0.0
H -0.135085 3.286749 3.785280 0.0 0.0 0.0
F 0.509957 5.587589 -6.490599 0.0 0.0 0.0
C 1.038950 4.475421 -5.944980 0.1 -0.3 0.1
C 0.195342 3.513716 -5.424923 -0.3 0.0 0.0
C 0.743214 2.366806 -4.867617 0.2 0.1 0.0
C 2.121313 2.200910 -4.827978 0.0 -0.1 0.1
C 2.954606 3.180217 -5.351285 -0.2 0.0 0.0
C 2.411548 4.324611 -5.919286 0.1 0.2 -0.1
H -0.875960 3.664828 -5.457793 0.0 0.0 0.0
H 0.095309 1.601813 -4.462003 0.0 0.1 0.0
H 2.545603 1.307029 -4.388220 0.0 0.0 0.0
H 4.026910 3.052664 -5.316421 0.0 0.0 0.0
H 3.044009 5.095774 -6.339854 0.0 0.0 0.0
F 2.059175 -9.468786 1.482519 0.0 0.0 0.0
C 1.966161 -8.198925 1.037944 -0.1 0.5 0.0
C 0.950449 -7.862374 0.164611 -0.2 -0.2 -0.1
C 0.853816 -6.554383 -0.288740 0.1 0.0 0.1
C 1.776155 -5.603673 0.126209 0.0 0.1 0.0
C 2.793955 -5.960163 1.000801 -0.1 -0.1 -0.1
C 2.888552 -7.264558 1.465364 0.2 -0.1 0.2
H 0.245365 -8.619638 -0.154566 0.0 0.0 0.0
H 0.057980 -6.276292 -0.967987 0.0 0.0 0.0
H 1.697980 -4.585732 -0.234006 0.0 -0.2 0.1
H 3.516239 -5.221086 1.322212 0.0 0.0 0.0
H 3.670226 -7.558776 2.153938 0.0 0.0 0.0
F -2.561345 3.322499 3.748025 -0.1 0.0 0.0
C -3.344505 3.312360 4.851672 -0.2 0.0 0.3
C -2.917522 3.957860 5.996186 0.2 0.1 0.0
C -3.734168 3.946150 7.118353 -0.1 -0.1 -0.1
C -4.955455 3.285736 7.085326 0.0 0.0 0.1
C -5.365104 2.639284 5.927138 0.1 0.1 0.1
C -4.557145 2.655389 4.799794 0.0 -0.1 -0.2
H -1.960486 4.461140 6.005395 0.0 0.0 0.0
H -3.416409 4.453498 8.019798 0.0 0.0 0.0
H -5.588035 3.275708 7.963712 0.0 0.0 0.0
H -6.314749 2.120871 5.900879 0.0 0.0 0.0
H -4.862562 2.164866 3.884978 0.0 0.0 0.0
F 5.410736 -9.723142 -5.327328 0.0 0.0 0.0
C 4.826596 -9.677751 -4.114446 -0.1 0.0 0.3
C 3.450005 -9.603796 -4.032375 -0.2 0.0 -0.2
C 2.850268 -9.561893 -2.781583 0.2 0.0 0.0
C 3.631450 -9.584137 -1.634153 0.0 0.0 0.1
C 5.014160 -9.653948 -1.735604 -0.1 0.0 -0.1
C 5.618772 -9.706507 -2.983776 0.2 0.0 0.0
H 2.859179 -9.579542 -4.938846 0.0 0.0 0.0
H 1.771994 -9.511022 -2.702201 0.0 0.0 0.0
H 3.161574 -9.547731 -0.661394 0.1 -0.1 -0.1
H 5.623551 -9.667254 -0.841266 0.0 0.0 0.0
H 6.694558 -9.769551 -3.083656 0.0 0.0 0.0
F 5.739428 2.219274 -3.923265 0.0 -0.1 0.0
C 6.647037 3.204290 -3.774033 0.3 0.3 0.0
C 7.077468 3.536309 -2.504967 -0.1 -0.1 0.2
C 8.014965 4.547881 -2.354603 0.0 0.0 -0.2
C 8.500417 5.218424 -3.469808 0.1 0.1 0.0
C 8.052584 4.874103 -4.737871 0.0 0.0 0.2
C 7.122667 3.856083 -4.894555 -0.1 -0.1 -0.2
H 6.680984 3.007044 -1.648279 0.0 0.0 0.0
H 8.366658 4.813649 -1.366432 0.0 0.0 0.0
H 9.228698 6.009970 -3.349244 0.0 0.0 0.0
H 8.427523 5.398734 -5.606833 0.0 0.0 0.0
H 6.767718 3.567225 -5.875646 0.0 0.0 0.0
```
Forces are in eV/Å.

## Properties
E_tot in Eh: -4171.5741
LUMO in eV: 0.5
Orbital gap in eV: 8.26
SMILES: C/C(Cl)=C(/Cl)c1cc2c(cc1-c1ccccc1)Sc1ccccc1N2.Fc1ccccc1.Fc1ccccc1.Fc1ccccc1.Fc1ccccc1.Fc1ccccc1.Fc1ccccc1
Total charge: 0
HOMO level in eV: -7.77
Spin multiplicity: 1

***

Density functional theory data (ωB97M-V with the def2-TZVPD basis set) for a structure of composition C45H52MnN4P2S2 in a non-equilibrium geometry.

The geometry in XYZ format:
```
106
Properties=species:S:1:pos:R:3:forces:R:3
Mn 0.687703 0.131339 0.414979 0.2 -0.5 1.3
N 2.814403 2.175839 0.305079 -0.3 -0.4 0.5
P 3.067103 0.501639 0.095279 1.1 1.6 -1.6
C 4.845803 0.416739 0.455679 -0.4 -0.3 0.4
C 5.670303 -0.542661 -0.132521 -0.1 -0.1 0.0
C 7.041703 -0.463361 0.038979 0.0 -0.1 -0.1
C 7.599503 0.561339 0.794279 -0.1 0.0 0.0
C 6.775803 1.488839 1.414679 0.1 0.0 0.0
C 5.404003 1.406239 1.266779 -0.2 0.0 0.1
C 2.973803 0.232239 -1.717421 -0.2 -0.6 0.6
C 3.811803 0.922539 -2.587921 0.1 0.0 0.1
C 3.715903 0.711639 -3.952321 0.0 0.1 0.2
C 2.795703 -0.199261 -4.449421 -0.1 -0.1 0.1
C 1.946003 -0.878061 -3.588921 -0.1 -0.1 -0.2
C 2.020703 -0.652161 -2.225921 0.0 -0.1 0.5
P 1.129603 2.491939 0.303079 1.5 1.5 -1.3
C 0.858903 2.928139 -1.448521 -0.6 -0.4 0.5
C 1.401703 4.097339 -1.975221 0.0 0.0 0.1
C 1.323603 4.330639 -3.336721 0.1 0.0 0.1
C 0.725403 3.398139 -4.170621 -0.1 0.0 0.0
C 0.195003 2.227639 -3.649721 0.0 -0.1 0.0
C 0.257403 1.993039 -2.288021 -0.1 -0.1 0.3
C 1.073803 4.065739 1.200279 -0.4 -0.5 0.3
C 0.149403 5.060839 0.876779 -0.1 -0.2 -0.1
C 0.244203 6.300039 1.485879 -0.1 0.0 -0.1
C 1.242303 6.548039 2.419379 0.0 -0.1 0.0
C 2.115803 5.535739 2.791079 0.0 0.0 0.0
C 2.025403 4.292239 2.195179 0.0 -0.2 0.0
H 3.451803 2.864039 -0.103021 -0.1 -0.2 0.1
H 5.242703 -1.329761 -0.738621 0.0 0.0 -0.1
H 7.683103 -1.199161 -0.421821 0.0 0.0 -0.1
H 8.671303 0.630339 0.906279 0.1 0.0 0.0
H 7.199903 2.277939 2.017379 0.0 0.0 0.0
H 4.765203 2.112739 1.772779 0.0 0.1 0.1
H 4.540903 1.617539 -2.197521 0.2 0.1 0.0
H 4.369403 1.248239 -4.623221 0.0 0.0 -0.1
H 2.743303 -0.375961 -5.511521 0.0 -0.1 -0.1
H 1.238903 -1.589461 -3.986821 -0.1 -0.1 0.0
H 1.345103 -1.190161 -1.538221 0.3 0.0 -0.4
H 1.878103 4.816439 -1.322321 0.0 0.1 0.0
H 1.735203 5.240939 -3.744121 0.0 0.1 -0.1
H 0.671103 3.586639 -5.230421 0.0 0.0 -0.1
H -0.260797 1.499539 -4.302021 -0.1 -0.1 -0.1
H -0.159797 1.067839 -1.866621 0.0 0.4 -0.3
H -0.614397 4.874039 0.133779 0.0 0.1 -0.1
H -0.457197 7.079139 1.227179 0.0 0.0 0.0
H 1.333503 7.527139 2.864179 0.0 0.1 0.1
H 2.867203 5.713739 3.544579 0.1 0.0 0.1
H 2.692703 3.494439 2.485579 0.1 0.0 0.1
C -6.585297 1.132839 -1.263821 0.0 0.1 -0.2
C -5.604497 1.605039 -2.327121 0.1 -0.2 -0.1
C -4.134797 1.339939 -2.002421 -0.1 0.3 0.1
C -3.613897 2.117839 -0.787421 0.2 0.1 -0.8
N -3.906497 1.462539 0.468679 -0.2 -0.2 0.6
C -3.086697 0.684039 1.146379 0.0 0.2 0.5
S -1.534097 0.311939 0.467279 -0.7 -0.5 -0.7
N -3.426597 0.130339 2.300679 0.3 0.0 0.0
C -4.718797 0.280739 2.961179 -0.7 0.0 -0.1
C -5.841897 -0.565061 2.343779 0.1 -0.1 0.3
C -5.764097 -2.061061 2.652779 0.0 0.1 -0.2
C -4.638597 -2.793361 1.934979 -0.2 0.0 0.2
H -7.596697 1.177539 -1.656221 -0.1 0.0 0.1
H -6.559497 1.769239 -0.379821 -0.1 0.0 0.2
H -6.388997 0.100539 -0.981921 0.0 -0.1 0.1
H -5.749097 2.670939 -2.512321 0.0 0.0 -0.1
H -5.827897 1.089739 -3.263121 0.0 0.1 0.0
H -3.535197 1.644539 -2.860521 0.1 0.0 -0.1
H -3.971397 0.271539 -1.841621 0.1 -0.1 0.0
H -4.072197 3.107239 -0.763521 0.0 0.0 0.1
H -2.530297 2.239039 -0.860221 -0.2 0.1 0.1
H -4.863597 1.551639 0.790379 0.1 -0.1 0.1
H -2.743997 -0.458861 2.757979 0.0 0.2 -0.3
H -4.995897 1.339439 2.951079 0.1 0.0 0.1
H -4.589897 -0.012161 4.001979 0.1 0.1 0.0
H -5.866497 -0.424861 1.261679 -0.1 0.1 -0.1
H -6.778797 -0.181761 2.751079 0.0 0.1 -0.1
H -6.710797 -2.505961 2.343679 0.0 0.0 0.1
H -5.679397 -2.216261 3.728579 -0.1 0.0 0.1
H -4.665697 -2.588261 0.867979 0.1 0.0 -0.2
H -4.751997 -3.864361 2.069579 0.1 -0.2 0.0
H -3.660397 -2.513961 2.320379 0.2 0.0 0.0
N 0.703703 -1.730361 0.967179 -0.3 -0.5 0.4
S 1.733903 -2.975661 1.325379 -0.9 -0.4 -1.0
C 1.694003 -3.926761 -0.217021 0.4 0.1 0.4
C 2.885703 -4.068261 -0.909421 0.0 0.0 0.2
C 2.892203 -4.778961 -2.099321 0.0 0.0 -0.1
C 1.711303 -5.320661 -2.586721 0.2 0.0 0.0
C 0.523003 -5.169461 -1.884821 -0.1 0.1 0.1
C 0.507703 -4.467061 -0.691621 -0.1 0.0 0.0
C 0.718003 -4.085961 2.343879 0.2 0.3 0.1
C -0.318397 -3.582861 3.113479 0.0 0.3 -0.1
C -1.064897 -4.457661 3.888079 0.0 -0.1 0.0
C -0.763097 -5.810661 3.893779 0.0 0.1 0.0
C 0.298403 -6.295261 3.145579 0.1 0.1 0.0
C 1.050203 -5.432661 2.364979 0.1 0.0 0.0
H -0.228097 -2.129661 0.802179 0.2 0.1 0.1
H 3.794803 -3.644061 -0.511321 0.2 0.0 0.0
H 3.820603 -4.915161 -2.633921 0.0 0.0 -0.1
H 1.718303 -5.876561 -3.511121 0.0 -0.1 -0.1
H -0.392897 -5.607961 -2.254121 0.0 0.0 0.0
H -0.414197 -4.362661 -0.137421 -0.1 0.0 0.1
H -0.530397 -2.521761 3.121479 0.0 0.0 0.0
H -1.872697 -4.087261 4.501179 -0.1 0.1 0.0
H -1.346097 -6.488661 4.495379 -0.1 -0.1 0.1
H 0.544703 -7.345561 3.171379 0.0 -0.1 0.0
H 1.878203 -5.807761 1.783279 0.1 -0.1 -0.1
```
Forces are in eV/Å.

## Properties
E_tot in Eh: -4594.2064
LUMO (alpha / beta) in eV: -10.6 / -8.7
Orbital gap (alpha / beta) in eV: 5.64 / 7.55
Total charge: +3
HOMO level (alpha / beta) in eV: -16.20 / -16.21
Spin multiplicity: 5